Record 1
Computed, not measured: a cluster of 16 separate species, C52H138N10O22 in total at a distorted geometry, with wB97M-V/def2-TZVPD.

Last column: Mulliken charge in e.
Positions of all 222 atoms, in Å:
1 C -0.5638 -6.7319 4.8717  -1.627
2 C -1.1037 -5.5486 3.9641  0.301
3 C -1.7898 -6.1299 2.7510  -0.803
4 O -2.5656 -5.1421 2.1301  -0.404
5 C -1.9236 -4.4756 1.0254  -0.523
6 N -2.0183 -4.6114 4.7889  -0.576
7 H -1.9941 -4.9546 5.7567  0.322
8 H -1.7861 -3.1682 4.3750  0.306
9 H -2.9414 -4.9239 4.4458  0.321
10 H 0.0115 -6.3020 5.6969  0.433
11 H 0.0885 -7.3503 4.2905  0.454
12 H -1.3620 -7.3158 5.3541  0.397
13 H -0.2864 -4.9360 3.6304  0.159
14 H -2.5012 -6.9420 3.0047  0.366
15 H -1.0573 -6.5415 2.0488  0.441
16 H -1.1099 -3.9164 1.3904  0.288
17 H -2.6469 -3.8203 0.5560  0.093
18 H -1.5060 -5.2110 0.2511  0.376
19 C 5.9160 2.9762 2.9164  -1.364
20 C 5.8740 3.4186 1.5124  0.578
21 C 6.5674 2.4681 0.5618  -1.076
22 O 5.7373 1.3818 0.2829  -0.151
23 C 6.2424 0.2005 -0.2922  -0.871
24 N 4.5115 3.6980 0.9108  0.318
25 H 4.0165 2.8420 0.6063  0.331
26 H 3.8991 4.1652 1.5368  -0.364
27 H 4.4900 4.3839 0.1223  0.458
28 H 5.1124 3.4169 3.4479  0.349
29 H 6.8929 3.1865 3.3431  0.444
30 H 5.7394 1.8734 2.9539  0.272
31 H 6.5061 4.3289 1.4638  0.247
32 H 7.4449 2.1505 1.0500  0.483
33 H 6.8286 2.9480 -0.4252  0.438
34 H 5.4534 -0.4874 -0.5312  0.229
35 H 6.8950 -0.3343 0.3807  0.312
36 H 6.7539 0.4539 -1.2261  0.332
37 C 0.7826 4.1045 -8.9895  -1.106
38 C 0.4393 2.9592 -9.9048  -0.085
39 C 0.8008 1.5986 -9.2885  -0.700
40 O 0.1469 1.5045 -8.0932  -0.165
41 C 0.2799 0.3147 -7.3239  -0.767
42 N -1.1670 3.0103 -10.0503  -0.249
43 H -1.3842 3.8043 -10.6712  0.392
44 H -1.4674 2.1549 -10.4674  0.345
45 H -1.5659 3.1084 -9.1236  0.238
46 H 0.1588 4.0044 -8.0916  0.224
47 H 0.6502 5.0493 -9.4966  0.426
48 H 1.8376 4.0810 -8.6630  0.343
49 H 0.8136 3.0844 -10.9184  0.462
50 H 1.8929 1.5131 -9.1169  0.423
51 H 0.5974 0.7538 -9.9795  0.429
52 H -0.5187 0.0973 -6.6430  -0.117
53 H 1.1658 0.5003 -6.6992  0.293
54 H 0.3768 -0.4591 -8.0225  0.495
55 C -0.8114 2.3805 7.8087  -1.076
56 C -0.1367 1.1633 8.2915  0.100
57 C -1.1310 0.0292 8.4545  -0.333
58 O -0.4596 -1.1798 8.7454  -0.338
59 C -1.3108 -2.2635 8.7660  0.749
60 N 0.7990 0.7010 7.2273  -0.377
61 H 1.2076 0.2360 5.0378  -0.019
62 H 1.7029 1.1583 7.1199  0.240
63 H 1.0337 -0.2894 7.4309  0.295
64 H -1.4004 2.1699 6.8666  -0.075
65 H -0.0338 3.0556 7.5472  0.398
66 H -1.5754 2.7874 8.5118  0.400
67 H 0.3910 1.3260 9.1963  0.407
68 H -1.7273 -0.0297 7.5143  -0.127
69 H -1.8242 0.3284 9.3150  0.376
70 H -1.8522 -2.2857 7.8703  -0.815
71 H -2.0374 -2.1995 9.5852  0.337
72 H -0.6952 -3.1858 8.8019  0.286
73 C -1.5861 -2.5796 -8.5488  -1.103
74 C -1.3956 -3.5192 -7.3454  0.152
75 C 0.0042 -4.0633 -7.4006  -0.855
76 O 0.8055 -2.9231 -7.2423  -0.104
77 C 1.9311 -3.1158 -6.3940  -0.872
78 N -1.6311 -2.8353 -6.0581  -0.119
79 H -3.3908 -3.1361 -2.0244  0.380
80 H -1.5790 -1.8717 -6.2992  -0.152
81 H -2.6051 -3.0247 -5.7552  0.287
82 H -0.8738 -1.7135 -8.5391  0.081
83 H -2.5422 -2.1781 -8.6988  0.423
84 H -1.3647 -3.1862 -9.4505  0.410
85 H -2.1662 -4.3314 -7.4961  0.366
86 H 0.2107 -4.5551 -8.4000  0.292
87 H 0.1190 -4.7879 -6.6012  0.441
88 H 1.7622 -2.8707 -5.3537  0.300
89 H 2.7918 -2.4582 -6.6899  0.258
90 H 2.2998 -4.1814 -6.4171  0.349
91 C -6.3508 2.8995 5.4556  -1.422
92 C -6.3339 1.9495 4.2398  0.431
93 C -7.5952 1.1490 4.1547  -0.971
94 O -7.6276 0.4149 2.9327  -0.370
95 C -8.9129 -0.1164 2.5216  -0.812
96 N -6.2292 2.5946 2.8593  -0.031
97 H -7.0257 3.2854 2.7211  0.413
98 H -5.2555 2.8915 2.6028  0.257
99 H -6.5006 1.8330 2.2168  0.508
100 H -6.2171 2.2418 6.3200  0.395
101 H -7.3602 3.3227 5.5073  0.403
102 H -5.5951 3.6565 5.4910  0.412
103 H -5.4856 1.2699 4.2258  0.108
104 H -8.4617 1.7582 4.2148  0.523
105 H -7.5808 0.4519 4.9851  0.453
106 H -9.4447 -0.5459 3.3780  0.339
107 H -8.8039 -0.9438 1.8651  0.270
108 H -9.6309 0.6192 2.0895  0.318
109 C -2.6407 -0.1154 0.7015  -0.792
110 C -1.1607 -0.1477 1.0904  1.105
111 C -0.2129 0.3150 -0.0085  -0.371
112 O -0.6177 -0.1486 -1.2683  1.256
113 C 0.0507 0.4849 -2.3787  -0.641
114 N -1.0185 0.7227 2.3148  2.105
115 H -1.1217 1.7291 2.0128  -1.065
116 H -1.7190 0.4063 3.0972  0.223
117 H -0.1186 0.7051 2.7753  0.218
118 H -3.0363 0.8683 0.5399  -0.439
119 H -3.2415 -0.6102 1.4938  0.356
120 H -2.8689 -0.7401 -0.1892  0.085
121 H -0.8179 -1.0989 1.4129  0.140
122 H 0.8501 0.0365 0.2053  0.160
123 H -0.1374 1.4105 -0.0198  -0.866
124 H 0.1057 1.5916 -2.3663  -0.114
125 H -0.4447 0.1144 -3.2738  -0.036
126 H 1.0849 0.1621 -2.4678  0.203
127 C 3.6887 -6.6129 -3.8384  -1.197
128 C 5.0036 -6.6209 -3.0527  0.199
129 C 5.9386 -5.4099 -3.4270  -0.834
130 O 7.0180 -5.1914 -2.5477  -0.435
131 C 8.2035 -5.9588 -2.9056  -0.796
132 N 4.6633 -6.3398 -1.6621  -0.208
133 H 5.5128 -6.3458 -1.1232  0.391
134 H 4.1811 -5.3223 -1.5617  0.296
135 H 3.9416 -7.0148 -1.3287  0.390
136 H 3.9172 -6.2676 -4.8616  0.286
137 H 2.9834 -5.8994 -3.3845  0.250
138 H 3.3302 -7.6403 -3.9789  0.367
139 H 5.4414 -7.6422 -3.0606  0.506
140 H 5.2422 -4.5930 -3.4569  0.461
141 H 6.3263 -5.6124 -4.4219  0.480
142 H 8.4444 -6.5394 -2.0426  0.306
143 H 9.0958 -5.3625 -3.1172  0.243
144 H 8.0230 -6.6031 -3.7360  0.377
145 C 1.5227 4.2231 3.7398  -0.803
146 C 1.0765 5.5703 3.1988  0.624
147 C 2.0683 6.6379 3.3723  -1.287
148 O 3.2282 6.1617 2.7203  -0.164
149 C 4.1138 7.2022 2.5224  -0.896
150 N 0.8011 5.3590 1.7100  0.720
151 H 1.5578 5.0121 1.0229  0.289
152 H 0.0750 4.6761 1.5640  -0.261
153 H 0.4477 6.2244 1.3002  0.509
154 H 2.4213 3.9030 3.3006  -0.050
155 H 0.8247 3.4348 3.4546  -0.118
156 H 1.5871 4.1593 4.7959  0.662
157 H 0.1352 5.8581 3.6330  0.404
158 H 2.4085 6.8213 4.4190  0.378
159 H 1.7769 7.6062 2.8610  0.566
160 H 4.8461 7.3673 3.3637  0.268
161 H 3.5929 8.1578 2.4706  0.395
162 H 4.6207 7.0261 1.5785  0.301
163 C -4.5228 2.4418 -1.3313  -1.656
164 C -3.2061 2.2809 -2.0511  2.291
165 C -3.3651 2.5506 -3.5098  -0.803
166 O -2.1095 2.8613 -4.0031  -0.351
167 C -1.8900 2.4358 -5.3600  -0.806
168 N -2.2255 3.2187 -1.4837  0.697
169 H -1.3406 2.9951 -1.9129  -0.185
170 H -2.4243 4.2030 -1.6715  0.443
171 H -2.1360 3.1247 -0.4261  -0.309
172 H -4.8284 3.4887 -1.3595  0.454
173 H -4.5618 1.9738 -0.3282  0.113
174 H -5.3211 1.9485 -1.8710  0.551
175 H -2.6742 1.3312 -1.8489  -1.225
176 H -4.2152 3.2743 -3.6770  0.387
177 H -3.7067 1.5925 -3.9610  0.409
178 H -2.0617 1.3642 -5.5647  0.316
179 H -0.8491 2.6030 -5.6020  0.234
180 H -2.4852 3.0858 -6.0188  0.343
181 C -2.4509 3.7108 3.7235  -0.572
182 C -2.4518 3.3534 2.2770  0.592
183 O -3.5965 3.0849 1.8094  -0.865
184 O -1.3582 3.4065 1.5888  -0.632
185 H -3.1924 3.1677 4.2788  -0.127
186 H -2.6077 4.7825 3.9804  0.412
187 H -1.4598 3.4111 4.1924  -0.145
188 C 2.5958 2.9411 -2.2916  -1.086
189 C 1.7542 3.7996 -1.2673  0.363
190 O 0.5575 3.9205 -1.5407  -0.638
191 O 2.3643 4.3381 -0.2539  -0.811
192 H 2.2683 3.1114 -3.2805  0.513
193 H 2.3634 1.8802 -2.1441  0.083
194 H 3.7389 3.1611 -2.3011  0.275
195 C -1.2898 -2.6171 -2.7478  -0.922
196 C -2.4806 -1.7751 -2.9409  0.675
197 O -2.5737 -0.7311 -3.5211  -0.414
198 O -3.5686 -2.2650 -2.2343  -0.510
199 H -0.7805 -2.5155 -1.7568  0.075
200 H -0.4829 -2.4542 -3.4313  -0.113
201 H -1.6276 -3.6822 -2.9317  0.746
202 C 3.6418 -0.8628 3.4054  -0.259
203 C 2.5103 -0.8342 4.3722  0.495
204 O 1.5957 0.2035 4.1463  -0.026
205 O 2.4840 -1.4460 5.3978  -0.516
206 H 3.9138 0.0757 2.9117  -0.078
207 H 3.3837 -1.5349 2.5980  -0.140
208 H 4.4471 -1.4019 3.9092  0.472
209 C -3.6502 -2.0991 5.4077  -0.939
210 C -2.7708 -1.4558 4.4328  0.528
211 O -2.7972 -0.2315 4.1802  -0.969
212 O -1.7556 -2.2090 3.9242  -0.059
213 H -4.1411 -3.0217 5.1059  0.431
214 H -4.5313 -1.4409 5.6879  0.155
215 H -2.9533 -2.2490 6.2610  -0.379
216 C 2.0524 -3.0642 -0.0328  0.256
217 C 2.4731 -3.1718 -1.5107  0.186
218 O 3.5304 -3.9357 -1.6069  -0.902
219 O 1.8668 -2.5961 -2.4283  -0.429
220 H 1.4275 -3.9393 0.2111  0.178
221 H 1.3993 -2.2373 -0.0059  -0.677
222 H 2.8995 -2.9962 0.6542  0.369

Atoms 1-3, force components in eV/Å:
-0.561 1.816 0.094
0.158 -1.080 2.031
-0.735 -0.202 0.062

Charge ... +4
Kohn-Sham gap ... 8.45 eV
E_HOMO ... -14.9 eV
Total energy ... -4265.664474 a.u.
Energy relative to the best compared isomer or geometry (same formula, charge and spin) ... 0.000 eV

---

Record 2
Computed, not measured: a structure of composition C39H51CdIN2S2Si, with wB97M-V/def2-TZVPD.

Last column: Mulliken charge in e.
Positions of all 97 atoms, in Å:
1 Cd 0.2921 -0.2288 -0.2480  1.680
2 C -1.7024 1.0449 1.5625  -0.938
3 C -1.9098 -0.2313 2.1465  0.281
4 C -0.6289 -0.7013 2.5910  0.091
5 C 0.3059 0.3362 2.3152  -0.728
6 C -0.3516 1.4316 1.6902  -0.925
7 C 0.2009 2.8465 1.6346  2.675
8 C 0.2311 3.3981 3.0718  -1.840
9 C 1.6275 2.8817 1.0833  -1.630
10 C -0.6849 3.7643 0.7893  -1.841
11 C -0.1686 -1.9948 3.2808  3.313
12 C -0.0607 -3.1745 2.2961  -1.083
13 C -1.0555 -2.3753 4.4773  -2.195
14 C 1.2423 -1.7965 3.8601  -2.132
15 C -3.3228 -0.8431 2.1970  2.578
16 C -3.3780 -2.3377 1.8401  -1.661
17 C -3.9660 -0.6131 3.5765  -1.813
18 C -4.2455 -0.1556 1.1772  -1.821
19 H -2.4677 1.6698 1.1242  0.025
20 H 1.3302 0.3647 2.6623  0.699
21 H 0.9050 2.8039 3.6953  0.285
22 H -0.7682 3.3512 3.5167  0.335
23 H 0.5744 4.4414 3.0830  0.463
24 H 2.2823 2.2176 1.6587  0.141
25 H 2.0363 3.8980 1.1468  0.524
26 H 1.6603 2.5615 0.0410  0.082
27 H -1.6868 3.8504 1.2223  0.242
28 H -0.7820 3.3795 -0.2285  0.211
29 H -0.2466 4.7676 0.7404  0.501
30 H -1.0054 -3.3928 1.8001  -0.116
31 H 0.2799 -4.0822 2.8123  0.616
32 H 0.6652 -2.9401 1.5140  -0.429
33 H -2.0495 -2.7110 4.1900  0.314
34 H -1.1687 -1.5198 5.1516  0.311
35 H -0.5851 -3.1926 5.0360  0.476
36 H 1.9847 -1.6407 3.0737  0.197
37 H 1.5357 -2.6953 4.4124  0.483
38 H 1.2704 -0.9421 4.5458  0.297
39 H -2.8925 -2.9709 2.5783  0.184
40 H -2.9008 -2.5165 0.8746  0.075
41 H -4.4244 -2.6603 1.7699  0.586
42 H -3.3705 -1.0531 4.3770  0.217
43 H -4.9748 -1.0481 3.6147  0.461
44 H -4.0432 0.4618 3.7718  0.343
45 H -3.8363 -0.2543 0.1703  0.080
46 H -4.3858 0.9062 1.3960  0.309
47 H -5.2310 -0.6338 1.1975  0.519
48 C 0.4802 3.2050 -6.5797  -1.120
49 Si 0.9332 3.6357 -4.8072  0.272
50 C 0.6445 5.4847 -4.5882  -1.099
51 C 2.7666 3.3726 -4.6284  -0.950
52 C -0.3096 2.7943 -3.6860  0.608
53 C -1.6395 3.1281 -3.8966  -0.423
54 C -2.6541 2.6375 -3.0804  -1.217
55 C -2.2712 1.8308 -2.0266  -0.185
56 N -1.0113 1.4728 -1.7953  0.247
57 C -0.0184 1.8897 -2.6158  -0.083
58 S 1.5564 1.2628 -2.2836  -0.731
59 H 1.0914 3.7765 -7.2897  0.285
60 H -0.5752 3.4193 -6.7850  0.319
61 H 0.6467 2.1379 -6.7648  0.325
62 H 1.2503 6.0750 -5.2881  0.300
63 H 0.9169 5.7778 -3.5673  0.297
64 H -0.4094 5.7472 -4.7377  0.322
65 H 3.2847 4.0126 -5.3553  0.304
66 H 3.0414 2.3293 -4.7990  0.293
67 H 3.0974 3.6295 -3.6187  0.275
68 H -1.9012 3.7971 -4.7157  0.190
69 H -3.6937 2.8896 -3.2431  0.419
70 H -3.0026 1.4657 -1.3105  0.169
71 S 2.5206 -4.4217 -0.2251  -0.510
72 C 3.4562 -3.3902 0.8486  1.122
73 C 4.4053 -3.7722 1.7754  -0.417
74 C 5.0250 -2.8068 2.5824  -0.731
75 C 4.6706 -1.4701 2.4283  -0.362
76 C 3.7133 -1.0746 1.4980  -0.321
77 C 3.0644 -2.0319 0.6924  -1.102
78 N 2.0819 -1.7759 -0.1954  -0.305
79 C 1.7910 -2.8873 -1.0568  0.928
80 C 0.3041 -3.0713 -1.3804  1.117
81 C -0.1482 -4.2903 -1.8890  -0.992
82 C -1.4635 -4.4378 -2.3126  -0.902
83 C -2.3275 -3.3515 -2.2453  -0.676
84 C -1.8724 -2.1504 -1.7099  0.967
85 C -0.5659 -1.9816 -1.2389  -1.236
86 H 4.6642 -4.8214 1.8831  0.362
87 H 5.7672 -3.1023 3.3159  0.317
88 H 5.1504 -0.7161 3.0463  0.353
89 H 3.4390 -0.0311 1.3777  0.424
90 H 0.5272 -5.1389 -1.9471  0.391
91 H -1.8049 -5.3903 -2.7056  0.340
92 H -3.3519 -3.4423 -2.5956  0.363
93 H -2.5717 -1.3207 -1.6431  0.269
94 I 2.7308 -3.9922 -3.9504  -0.104
95 C 2.6067 -2.5441 -2.3324  -1.508
96 H 3.6442 -2.3818 -2.0588  0.617
97 H 2.1899 -1.6481 -2.7890  0.335

Atoms 1-3, force components in eV/Å:
0.172 0.311 -0.030
-0.074 0.059 0.412
0.094 -0.015 -0.298

Charge ... -2
Kohn-Sham gap ... 5.35 eV
E_HOMO ... -1.4 eV
Total energy ... -3177.622635 a.u.
Energy relative to the best compared isomer or geometry (same formula, charge and spin) ... 0.000 eV